Entry 1:
DFT (wB97M-V/def2-TZVPD) results for a molecular structure, C26H36BIrN2O6S in a non-equilibrium geometry.

Cartesian coordinates (Å):
Ir1 -0.08305 0.75724 1.18178
C1 3.20881 1.30914 -1.93700
C2 3.52456 0.81629 -0.55242
C3 4.73040 0.16197 -0.30405
C4 5.02553 -0.37284 0.93495
C5 4.08839 -0.32294 1.96054
C6 2.87774 0.30419 1.75143
C7 1.80326 0.25544 2.79941
C8 2.64143 0.92796 0.51757
N1 1.38440 1.58171 0.39164
C9 1.15259 3.02094 0.29625
C10 2.34693 3.86772 -0.06377
C11 -0.97308 2.65443 -0.84183
C12 -1.88233 3.38850 -1.76644
N2 -1.27730 1.55290 -0.24609
C13 -2.56157 0.93726 -0.47596
C14 -3.61488 1.24235 0.38638
C15 -3.46513 2.25023 1.49407
C16 -4.82122 0.58682 0.16746
C17 -4.95977 -0.31792 -0.87445
C18 -3.90306 -0.56881 -1.73403
C19 -2.68025 0.06378 -1.55590
C20 -1.55492 -0.11848 -2.53451
H1 3.64154 0.63588 -2.67536
H2 3.63408 2.29524 -2.12379
H3 2.13334 1.36379 -2.11293
H4 5.43944 0.05714 -1.11587
H5 5.97117 -0.87285 1.09393
H6 4.28841 -0.80890 2.90669
H7 2.02570 -0.50200 3.55045
H8 0.81596 -0.25611 2.44328
H9 1.56822 1.20179 3.28353
H10 3.16376 3.67549 0.62804
H11 2.07077 4.91743 0.00938
H12 2.64641 3.64820 -1.08344
H13 -1.33160 3.67193 -2.66214
H14 -2.18046 4.31143 -1.26430
H15 -2.75904 2.80406 -2.02301
H16 -2.69907 1.97504 2.21969
H17 -4.40648 2.36011 2.02874
H18 -3.18623 3.23545 1.11264
H19 -5.66017 0.79705 0.81830
H20 -5.90835 -0.81484 -1.02996
H21 -4.02587 -1.25781 -2.56066
H22 -1.72691 -0.99547 -3.15689
H23 -0.58896 -0.22748 -2.04018
H24 -1.48167 0.74521 -3.20251
O1 1.54526 3.99872 2.68872
S1 0.39748 3.69411 1.89092
O2 -0.49122 4.71249 1.42901
O3 -0.36100 2.50168 2.46570
O4 0.20971 3.23672 -0.76085
C21 0.88216 -3.37072 -1.61839
C22 0.60622 -3.29080 -0.12614
C23 1.36604 -4.36710 0.62067
O5 1.11186 -1.98611 0.31393
B1 0.04946 -1.13556 0.34517
O6 -1.15907 -1.76179 0.15970
C24 -0.90836 -3.20213 0.22716
C25 -1.83548 -3.87960 -0.76168
C26 -1.23389 -3.62771 1.64896
H25 1.95122 -3.24197 -1.78427
H26 0.35044 -2.58799 -2.16265
H27 0.58530 -4.33741 -2.02549
H28 2.40566 -4.37939 0.29490
H29 0.93730 -5.34842 0.40895
H30 1.33883 -4.20313 1.69587
H31 -1.72330 -3.46455 -1.76131
H32 -2.86818 -3.74563 -0.44082
H33 -1.63239 -4.95142 -0.80565
H34 -0.59427 -3.12167 2.37492
H35 -1.10951 -4.70264 1.77999
H36 -2.27174 -3.37567 1.86408

Atoms 1-2, force components in eV/Å:
-0.596 -0.897 -0.266
-0.031 -0.024 -0.017

The energy above the lowest of the compared OMol25 structures with the same formula, charge and spin comes out at 2.3233 eV. The spin multiplicity is 2. The calculation puts the frontier orbital gap (spin up / spin down) at 7.751 / 6.335 eV. Its total charge is +1. As for the molar mass: 707.7 g/mol. The HOMO energy (spin up / spin down) is -11.9 / -11.9 eV. The total energy is -2100.517289 a.u.

Entry 2:
DFT (wB97M-V/def2-TZVPD) results for a molecular structure, C39H53CoN5SbSeSi in a non-equilibrium geometry.

Cartesian coordinates (Å):
Co1 0.01006 -0.05807 0.10391
C1 3.09316 1.26912 2.89329
C2 2.20962 0.85246 1.75849
N1 1.03148 0.33457 1.89743
C3 0.52006 0.06723 3.21986
C4 -0.01170 -1.37397 3.18460
N2 -0.91253 -1.56145 2.08479
C5 -2.24844 -1.04365 2.23518
C6 -2.90389 -1.27864 0.88099
N3 -2.10188 -0.60951 -0.16060
C7 -2.14259 -1.38385 -1.40616
C8 -1.44244 -0.58140 -2.49163
N4 -0.22709 -0.09218 -1.90639
C9 0.76013 0.34981 -2.61540
C10 0.79433 0.41500 -4.10992
C11 1.91565 0.71204 -1.82246
C12 3.20211 0.92183 -2.30404
C13 4.22761 1.16935 -1.40431
C14 3.95292 1.17722 -0.04318
C15 2.64937 0.96847 0.38438
N5 1.64431 0.78157 -0.49882
H1 2.54120 1.88732 3.59716
H2 3.94115 1.84090 2.53811
H3 3.46202 0.39299 3.42811
H4 -0.29401 0.76549 3.44455
H5 1.28029 0.15292 3.99774
H6 -0.49905 -1.63928 4.12549
H7 0.84006 -2.04331 3.02425
H8 -0.48394 -1.09382 1.23263
H9 -2.28301 0.03283 2.48732
H10 -2.76779 -1.59612 3.02331
H11 -3.94752 -0.95094 0.87974
H12 -2.87260 -2.35416 0.69751
H13 -2.54839 0.28999 -0.36197
H14 -3.16745 -1.62447 -1.71112
H15 -1.59236 -2.31403 -1.23817
H16 -2.08400 0.25279 -2.81233
H17 -1.23374 -1.22177 -3.35301
H18 -0.20510 0.47642 -4.53427
H19 1.27618 -0.48360 -4.50055
H20 1.36774 1.27511 -4.45153
H21 3.40022 0.86214 -3.36310
H22 5.23674 1.31422 -1.75711
H23 4.75467 1.31220 0.66538
C16 -1.25761 5.95503 -0.22820
C17 -1.78973 5.40521 1.05596
C18 -2.42866 6.25621 1.94968
C19 -2.94048 5.79873 3.14965
C20 -2.81635 4.46209 3.48151
C21 -2.18118 3.60572 2.60110
C22 -1.67084 4.06094 1.39498
Sb1 -0.69637 2.59459 0.10395
C23 -1.90019 2.96286 -1.68849
C24 -1.30663 2.97849 -2.94407
C25 -2.03862 3.22601 -4.09270
C26 -3.40079 3.44533 -3.99531
C27 -4.00910 3.36767 -2.75701
C28 -3.28636 3.11196 -1.59394
C29 -4.05241 3.01848 -0.30786
C30 1.17934 3.73350 0.24120
C31 1.53426 3.82950 1.58308
C32 2.72788 4.40207 1.98173
C33 3.60103 4.88183 1.02174
C34 3.24628 4.81153 -0.31159
C35 2.04394 4.24543 -0.72536
C36 1.73518 4.24779 -2.18982
H24 -1.49685 7.01069 -0.32049
H25 -1.68497 5.42899 -1.08055
H26 -0.17475 5.84441 -0.26280
H27 -2.52865 7.30079 1.69719
H28 -3.43707 6.48110 3.82072
H29 -3.21380 4.09030 4.41325
H30 -2.08765 2.55446 2.85669
H31 -0.25179 2.78087 -3.03641
H32 -1.54783 3.24659 -5.05576
H33 -3.99303 3.65286 -4.87380
H34 -5.07916 3.49525 -2.68422
H35 -5.05459 2.64374 -0.50708
H36 -4.15268 4.00744 0.14204
H37 -3.56730 2.36694 0.42067
H38 0.84675 3.46540 2.33908
H39 2.97291 4.47682 3.03103
H40 4.54206 5.32393 1.30929
H41 3.91581 5.21488 -1.05839
H42 2.52218 4.75931 -2.73889
H43 0.79452 4.76051 -2.38504
H44 1.67315 3.22710 -2.56391
C37 -0.56085 -4.65944 1.35384
Si1 1.11485 -4.42012 0.47557
C38 1.26811 -5.58303 -1.02698
C39 2.60724 -4.66032 1.64107
Se1 1.26799 -2.24610 -0.37674
H45 -0.61159 -5.62165 1.85138
H46 -1.37789 -4.61761 0.63791
H47 -0.72493 -3.88216 2.09301
H48 1.40731 -6.60226 -0.68469
H49 2.11679 -5.31908 -1.64962
H50 0.37662 -5.55962 -1.64562
H51 2.80245 -5.71624 1.79577
H52 2.43739 -4.21177 2.61452
H53 3.50215 -4.21727 1.21415

Atoms 1-2, force components in eV/Å:
1.406 1.795 -3.116
0.021 -0.183 -0.016

The energy above the lowest of the compared OMol25 structures with the same formula, charge and spin comes out at 1.8072 eV. The spin multiplicity is 2. The calculation puts the frontier orbital gap (spin up / spin down) at 5.707 / 5.856 eV. Its total charge is +1. As for the molar mass: 879.6 g/mol. The HOMO energy (spin up / spin down) is -9.2 / -9.3 eV. The total energy is -6105.453508 a.u.

Entry 3:
DFT (wB97M-V/def2-TZVPD) results for a single C17H15ClN2O3S molecule.

Cartesian coordinates (Å):
O1 2.50691 3.27823 2.51211
C1 1.97707 2.71364 1.59740
O2 0.65939 2.62772 1.43933
H1 0.19116 3.06630 2.16715
C2 2.73571 1.99651 0.48297
N1 1.91965 1.71483 -0.65571
C3 1.18675 0.58240 -0.88503
N2 0.45956 0.62770 -1.96467
C4 0.68980 1.87155 -2.50085
C5 0.17543 2.46162 -3.64781
C6 0.58478 3.74637 -3.94199
C7 1.48005 4.43718 -3.12534
C8 2.00444 3.86705 -1.98068
C9 1.59982 2.57846 -1.68172
H2 2.69359 4.40765 -1.34927
H3 1.76910 5.44213 -3.39393
H4 0.20275 4.23464 -4.82607
H5 -0.51745 1.92627 -4.27647
S1 1.27845 -0.78032 0.18885
C10 0.08283 -1.86769 -0.64485
C11 -1.34850 -1.40113 -0.40013
H6 -2.04243 -2.02569 -0.97705
O3 -1.69216 -1.37281 0.96473
C12 -1.91251 -2.53634 1.63490
C13 -1.98558 -3.80223 1.06210
C14 -2.24035 -4.91074 1.85243
C15 -2.42015 -4.76323 3.21526
C16 -2.35097 -3.50751 3.80098
C17 -2.09867 -2.40549 3.01318
H7 -2.04112 -1.41913 3.44454
H8 -2.49268 -3.39791 4.86440
Cl1 -2.73274 -6.15327 4.19650
H9 -2.29728 -5.88954 1.40260
H10 -1.85548 -3.94782 0.00130
H11 -1.44683 -0.36815 -0.74393
H12 0.26281 -2.85849 -0.22951
H13 0.30920 -1.84295 -1.70880
H14 3.11456 1.05603 0.89944
H15 3.59110 2.61411 0.19364

Atoms 1-2, force components in eV/Å:
0.206 -0.011 0.057
0.184 0.187 0.169

The energy above the lowest of the compared OMol25 structures with the same formula, charge and spin comes out at 0.2299 eV. The SMILES is O=C(O)Cn1c(SCCOc2ccc(Cl)cc2)nc2ccccc21. The calculation puts the frontier orbital gap at 8.681 eV. As for the molar mass: 362.8 g/mol. The HOMO energy is -8.2 eV. The total energy is -1850.464815 a.u.